[1]
DFT (wB97M-V/def2-TZVPD) results for a single C2H5NO2 molecule.

Each line ends with the natural charge from an NBO analysis.
Atoms and positions in Å:
1 C -0.97749 0.48643 0.54627  -0.42
2 N -0.05924 0.36428 -0.57626  -0.65
3 C 0.88832 -0.61168 -0.74102  0.88
4 O 1.29474 -1.18689 0.43048  -0.70
5 O 1.33903 -0.93807 -1.80303  -0.60
6 H -2.00088 0.32484 0.22062  0.20
7 H -0.68550 -0.18035 1.35825  0.22
8 H -0.89516 1.49502 0.97189  0.19
9 H -0.43385 0.71903 -1.44145  0.40
10 H 1.53003 -0.47261 1.03426  0.48

HOMO level: -10.01 eV
E: -7740.4282 eV
energy above the lowest of the compared OMol25 structures with the same formula, charge and spin: 7.5 kcal/mol
SMILES: CNC(=O)O
orbital gap: 10.58 eV

---

[2]
DFT (wB97M-V/def2-TZVPD) results for a single C2H5NO2 molecule.

Each line ends with the natural charge from an NBO analysis.
Atoms and positions in Å:
1 C 1.61121 0.11907 -0.10706  -0.26
2 O 0.28858 0.28479 -0.62719  -0.52
3 C -0.64381 -0.11041 0.26344  0.87
4 O -0.38116 -0.55010 1.36370  -0.65
5 N -1.91622 0.05864 -0.18599  -0.84
6 H 1.72098 0.68738 0.81944  0.20
7 H 2.29820 0.48351 -0.87046  0.19
8 H 1.79726 -0.93535 0.11146  0.19
9 H -2.14726 0.26313 -1.14384  0.40
10 H -2.61190 -0.33602 0.42374  0.41

HOMO level: -10.41 eV
E: -7740.7173 eV
energy above the lowest of the compared OMol25 structures with the same formula, charge and spin: 0.8 kcal/mol
SMILES: COC(N)=O
orbital gap: 11.30 eV

---

[3]
DFT (wB97M-V/def2-TZVPD) results for a single C2H5NO2 molecule in a non-equilibrium geometry.

Each line ends with the natural charge from an NBO analysis.
Atoms and positions in Å:
1 C 0.33060 -0.32765 0.23811  -0.34
2 C -0.96704 0.42697 0.02268  0.75
3 H 1.64838 1.22517 0.25218  0.38
4 H 1.57079 0.31815 -1.09213  0.36
5 H 0.35105 -1.29774 -0.29750  0.20
6 H 0.28007 -0.61143 1.28743  0.22
7 H -1.61735 -1.25250 -0.20093  0.47
8 N 1.54016 0.26019 -0.11961  -0.80
9 O -1.10287 1.68725 0.02920  -0.58
10 O -2.03380 -0.42841 -0.11943  -0.65

HOMO level: -9.99 eV
E: -7739.8108 eV
energy above the lowest of the compared OMol25 structures with the same formula, charge and spin: 21.7 kcal/mol
SMILES: NCC(=O)O
orbital gap: 10.57 eV

---

[4]
DFT (wB97M-V/def2-TZVPD) results for a single C2H5NO2 molecule in a non-equilibrium geometry.

Each line ends with the natural charge from an NBO analysis.
Atoms and positions in Å:
1 C 0.45420 0.44671 -0.83440  -0.19
2 N -1.50806 -0.08685 0.59209  -0.52
3 C 1.32948 -0.18942 0.41217  0.45
4 O -0.45659 -0.52790 -0.39924  -0.42
5 O 2.27570 -0.90278 0.31946  -0.54
6 H -1.80852 -0.96727 1.01115  0.36
7 H -2.27955 0.24728 0.00280  0.34
8 H 0.76191 0.16829 -1.84176  0.21
9 H 0.21182 1.48635 -0.59960  0.19
10 H 1.01960 0.32558 1.33733  0.13

HOMO level: -8.69 eV
E: -7736.3362 eV
energy above the lowest of the compared OMol25 structures with the same formula, charge and spin: 101.8 kcal/mol
SMILES: NOCC=O
orbital gap: 9.59 eV

---

[5]
DFT (wB97M-V/def2-TZVPD) results for a single C2H5NO2 molecule.

Each line ends with the natural charge from an NBO analysis.
Atoms and positions in Å:
1 N 1.48176 0.03104 0.26236  -0.83
2 C 0.36169 -0.67563 -0.11129  0.64
3 O 0.37747 -1.89057 -0.19271  -0.61
4 C -0.97896 0.03340 -0.30756  -0.17
5 O -1.05956 1.38451 0.07463  -0.71
6 H 2.27146 -0.58087 0.42899  0.40
7 H 1.70804 0.94173 -0.11179  0.40
8 H -1.26672 -0.03388 -1.36199  0.21
9 H -1.68291 -0.60476 0.24386  0.20
10 H -1.21486 1.40985 1.02615  0.47

HOMO level: -9.80 eV
E: -7740.2652 eV
energy above the lowest of the compared OMol25 structures with the same formula, charge and spin: 11.2 kcal/mol
SMILES: NC(=O)CO
orbital gap: 10.52 eV

---

[6]
DFT (wB97M-V/def2-TZVPD) results for a single C2H5NO2 molecule in a non-equilibrium geometry.

Each line ends with the natural charge from an NBO analysis.
Atoms and positions in Å:
1 C -1.58176 -0.46637 0.14198  -0.32
2 C 0.33582 0.75148 0.03653  0.36
3 H -2.42624 -0.28778 -0.69624  0.20
4 H -0.68842 -1.32784 -0.28636  0.27
5 H -2.02631 -0.30294 1.09508  0.21
6 H 0.87885 1.59118 0.28961  0.16
7 H 2.93624 -0.70176 -0.31595  0.48
8 N 1.10238 -0.35051 -0.16960  -0.28
9 O -0.92503 0.90010 -0.19575  -0.50
10 O 2.39447 0.19443 0.10069  -0.59

HOMO level: -8.71 eV
E: -7735.2729 eV
energy above the lowest of the compared OMol25 structures with the same formula, charge and spin: 126.3 kcal/mol
SMILES: CO/C=N/O
orbital gap: 9.67 eV

---

[7]
DFT (wB97M-V/def2-TZVPD) results for a single C2H5NO2 molecule in a non-equilibrium geometry.

Each line ends with the natural charge from an NBO analysis.
Atoms and positions in Å:
1 C 1.07940 -0.07925 0.51612  -0.41
2 N -0.20770 -0.66364 0.21180  -0.66
3 C -1.22780 0.05466 -0.37900  0.88
4 O -0.91822 0.74653 -1.50772  -0.67
5 O -2.35733 0.02056 -0.00496  -0.60
6 H 1.31981 0.65426 -0.25533  0.18
7 H 1.87924 -0.79144 0.69126  0.21
8 H 1.03449 0.54476 1.42205  0.19
9 H -0.63758 -1.24668 0.90391  0.40
10 H 0.03569 0.76023 -1.59811  0.47

HOMO level: -9.99 eV
E: -7740.3623 eV
energy above the lowest of the compared OMol25 structures with the same formula, charge and spin: 9.0 kcal/mol
SMILES: CNC(=O)O
orbital gap: 10.56 eV

---

[8]
DFT (wB97M-V/def2-TZVPD) results for a single C2H5NO2 molecule in a non-equilibrium geometry.

Each line ends with the natural charge from an NBO analysis.
Atoms and positions in Å:
1 C 0.03470 -0.02711 -0.81800  -0.32
2 C 0.47918 0.90710 0.36651  0.78
3 H -0.64828 -1.84624 -1.06904  0.35
4 H -0.94815 -1.28346 0.41357  0.36
5 H -0.87290 0.43846 -1.15690  0.20
6 H 0.79109 -0.07817 -1.48629  0.21
7 H 0.39426 0.89303 2.24482  0.51
8 N -0.16953 -1.42227 -0.29885  -0.80
9 O 0.97881 2.04945 0.33803  -0.60
10 O -0.03919 0.36920 1.46615  -0.69

HOMO level: -10.22 eV
E: -7739.6916 eV
energy above the lowest of the compared OMol25 structures with the same formula, charge and spin: 24.4 kcal/mol
SMILES: NCC(=O)O
orbital gap: 10.86 eV